DFT (ωB97M-V/def2-TZVPD) results for a 6-piece molecular cluster, C28H39F10N3O22P3 overall at a distorted geometry.

Values from the calculation:
molecular weight: 1052.52 g/mol
E_HOMO: -5.00 eV
strongest force on any atom: 0.0602 Eh/bohr
energy: -134227.17590 eV
charge: -1
frontier orbital gap: 6.58 eV

Positions of all 105 atoms, in Å:
C1 -2.3374 -2.4950 4.0103
C2 -2.3690 -1.3563 2.9720
O1 -3.6258 -0.6405 2.9461
P1 -3.8637 0.1437 1.5304
O2 -5.2214 0.7372 1.6421
C3 -2.7153 1.5772 1.3849
C4 -1.2562 1.2224 0.9562
P2 -0.8601 1.3192 -0.9198
C5 1.0197 1.5146 -0.5944
C6 1.9671 1.3593 -1.7898
O3 1.5560 0.4628 -2.8267
C7 2.6211 0.0999 -3.6477
C8 3.0496 -1.3619 -3.5141
F1 2.1343 -2.2289 -3.9326
F2 3.5174 -1.6876 -2.3106
F3 4.1133 -1.5330 -4.3741
O4 -2.6529 1.2400 -1.3529
C9 -2.9352 1.8720 -2.4278
N1 -2.9199 2.4175 -3.4555
P3 -1.0394 3.5746 -0.7687
N2 -0.3111 4.3624 -1.9680
N3 -0.8584 -0.5090 -1.0871
C10 0.1795 -1.2787 -0.6540
O5 0.5949 -1.4653 0.4498
F4 0.7657 -2.0610 -1.6355
C11 -1.3789 -1.0487 -2.3074
O6 -2.1385 -1.9667 -2.2811
F5 -1.0084 -0.5802 -3.5054
O7 -3.8141 -0.8620 0.2648
C12 -5.1374 -1.2013 -0.2142
C13 -5.0626 -2.2649 -1.3171
H1 -1.4324 -2.3531 4.6159
H2 -2.2075 -3.4658 3.5118
H3 -3.2087 -2.5226 4.6733
H4 -1.5891 -0.6260 3.2464
H5 -2.0814 -1.7425 1.9806
H6 -3.1892 2.4041 0.8599
H7 -2.6496 1.9019 2.4288
H8 -1.0348 0.2240 1.3522
H9 -0.5756 1.9432 1.4302
H10 -0.6418 1.5226 -2.3238
H11 1.3584 1.0305 0.3348
H12 1.1368 2.5809 -0.3255
H13 2.9571 1.0391 -1.4081
H14 2.1548 2.3493 -2.2479
H15 2.3539 0.2439 -4.7076
H16 3.5242 0.7087 -3.4766
H17 -2.3961 4.0240 -0.6493
H18 -0.4092 4.0403 0.4210
H19 0.0534 3.6557 -2.6083
H20 -5.7226 -1.6339 0.6059
H21 -5.6489 -0.3300 -0.6372
H22 -4.6105 -1.8275 -2.2179
H23 -6.0875 -2.5376 -1.6133
H24 -4.5431 -3.1761 -0.9985
C14 -7.7158 -5.8055 2.0072
C15 -6.7419 -4.7553 2.4751
O8 -6.6312 -3.9116 1.3474
C16 -7.8196 -3.9948 0.6806
O9 -8.1756 -3.2336 -0.1497
O10 -8.5429 -5.0687 1.1061
F6 -5.5271 -5.2926 2.7461
H25 -7.2211 -6.6156 1.4683
H26 -8.3026 -6.2282 2.8202
H27 -7.0816 -4.1730 3.3343
C17 7.7062 -1.6416 -5.3948
C18 7.7024 -0.5757 -6.4575
O11 8.0743 0.5850 -5.7336
C19 8.8522 0.1604 -4.6997
O12 9.5521 0.8642 -4.0513
O13 8.7347 -1.1796 -4.5106
F7 6.4662 -0.3943 -6.9747
H28 6.7588 -1.6946 -4.8552
H29 7.9425 -2.6272 -5.7897
H30 8.4143 -0.7426 -7.2690
C20 -4.0832 1.5458 6.3129
C21 -3.1130 2.2902 7.1901
O14 -2.0837 1.3423 7.3877
C22 -2.0777 0.5442 6.2752
O15 -1.1886 -0.1781 5.9801
O16 -3.2193 0.6989 5.5568
F8 -3.6646 2.5993 8.3936
H31 -4.7794 0.9335 6.8893
H32 -4.6514 2.2051 5.6600
H33 -2.6966 3.1933 6.7387
C23 11.8384 -1.7612 -3.4041
C24 12.8601 -1.0455 -2.5629
O17 13.8541 -2.0385 -2.3698
C25 13.8018 -2.8544 -3.4633
O18 14.6498 -3.6234 -3.7662
O19 12.6534 -2.6624 -4.1620
F9 12.3536 -0.6920 -1.3576
H34 11.1295 -2.3313 -2.8017
H35 11.2863 -1.0895 -4.0540
H36 13.3058 -0.1705 -3.0400
C26 -4.7338 5.5056 2.7515
C27 -3.7827 6.2100 3.6838
O20 -2.7588 5.2513 3.8665
C28 -2.7291 4.5016 2.7196
O21 -1.8429 3.7836 2.4068
O22 -3.8504 4.6903 1.9847
F10 -4.3625 6.4689 4.8859
H37 -5.4438 4.8706 3.2852
H38 -5.2853 6.1924 2.1134
H39 -3.3537 7.1299 3.2820

Forces on the atoms, in the same order (eV/Å):
0.526 -0.031 -0.326
0.879 0.041 0.677
0.929 -0.471 -1.789
-2.540 1.765 -0.067
0.131 -0.036 0.231
1.109 -1.926 0.456
-0.807 -0.057 -0.411
1.379 1.536 1.762
-0.112 0.645 0.182
0.951 0.464 0.471
0.186 -0.273 0.406
0.027 0.098 -0.462
0.592 0.572 -0.870
-0.151 -0.095 0.460
-0.410 -0.154 0.177
0.071 0.065 0.035
-1.207 -0.046 -0.444
0.989 -0.282 -0.301
-0.682 -0.086 0.410
0.691 1.624 -1.374
0.014 -0.635 0.361
0.982 -0.618 -2.292
0.362 -1.278 0.787
-0.154 0.801 -0.043
-0.721 0.504 0.032
-1.224 -1.526 0.321
0.356 0.354 -0.198
0.283 0.668 0.847
0.470 0.356 1.042
-0.630 -1.300 -0.692
-0.024 0.511 -0.242
-0.388 -0.065 0.045
-0.366 0.197 0.140
0.117 0.139 -0.250
-0.271 -0.216 -0.028
-0.392 0.086 0.179
-0.122 -0.508 -0.281
-0.219 -0.408 -0.115
0.300 0.268 -0.265
-0.096 -0.243 -0.193
-0.220 -0.246 0.288
-0.114 -0.495 -0.610
-0.073 -0.320 -0.123
-0.351 -0.073 -0.095
-0.318 -0.271 0.063
-0.062 -0.143 0.291
-0.226 -0.174 0.087
0.262 -0.154 0.413
-0.616 -0.277 0.175
-0.162 0.240 -0.245
0.085 0.476 -0.082
0.256 0.015 0.469
0.201 -0.389 0.329
0.183 0.105 0.336
0.071 0.298 -0.136
-0.369 -0.352 0.145
0.496 -0.108 -0.184
-0.515 -0.115 0.259
-0.030 0.219 -0.379
-0.064 -0.067 -0.039
0.292 0.132 0.145
-0.003 0.068 0.066
0.191 0.113 0.043
-0.164 0.116 -0.100
0.147 -0.021 0.052
-0.077 -0.619 0.115
-0.542 0.194 0.018
0.435 -0.412 0.022
0.014 0.239 0.301
0.069 -0.025 0.017
-0.097 0.275 -0.322
0.083 0.054 -0.082
-0.063 0.176 -0.133
0.209 0.036 0.127
-0.100 0.053 -0.076
-0.453 0.086 -0.451
-0.079 -0.139 0.421
-0.074 0.182 -0.448
0.076 -0.298 -0.178
0.039 -0.032 0.083
0.331 0.189 0.441
0.075 0.070 0.013
0.100 0.081 0.172
0.115 -0.127 -0.181
-0.046 0.070 0.137
-0.416 0.101 -0.382
-0.171 -0.119 0.498
-0.069 0.164 -0.532
0.131 -0.342 -0.079
0.006 -0.045 0.040
0.222 0.163 0.308
0.115 0.048 0.007
0.098 0.094 0.165
0.110 -0.091 -0.118
-0.028 0.061 0.130
-0.414 0.078 -0.350
-0.119 -0.193 0.392
-0.109 0.193 -0.376
0.196 -0.302 -0.309
0.247 0.842 0.579
0.184 0.207 0.323
0.084 0.062 0.024
0.094 0.053 0.155
0.134 -0.102 -0.169
-0.038 0.060 0.149

Here are the Mulliken charges for atoms 1 to 2, given in e: C -1.615; C 0.447

DFT (ωB97M-V/def2-TZVPD) results for C6H9BN2O2 as an isolated structure at a distorted geometry.

Values from the calculation:
molecular weight: 151.96 g/mol
E_HOMO: -8.44 eV
strongest force on any atom: 0.1057 Eh/bohr
energy: -14119.20740 eV
energy above the lowest of the compared OMol25 structures with the same formula, charge and spin: 145.26 kJ/mol
charge: 0
frontier orbital gap: 8.71 eV

Positions of all 20 atoms, in Å:
B1 1.3209 -1.0318 0.5078
C1 -0.3019 2.0919 -0.7836
C2 -1.3902 1.8625 -0.0834
C3 0.6830 1.0055 -1.0248
C4 -1.2126 -0.6937 0.2825
C5 -1.9543 0.6335 0.4312
C6 0.4407 -0.3922 -0.6177
N1 1.6854 1.2760 -1.7214
N2 -1.5610 -1.8463 0.4847
O1 1.8946 -2.2423 0.3093
O2 1.4703 -0.4979 1.8511
H1 0.0255 3.0507 -1.1457
H2 -1.9238 2.7584 0.2933
H3 -2.2821 0.7406 1.5171
H4 -2.8472 0.2828 -0.0402
H5 0.3831 -1.0282 -1.4128
H6 2.2641 0.5732 -2.0670
H7 -1.2738 -2.7056 0.0745
H8 2.4122 -2.8084 0.8931
H9 2.1673 -1.0286 2.2521

Forces on the atoms, in the same order (eV/Å):
0.377 0.684 2.758
1.483 -1.319 0.292
-0.690 2.316 0.697
-0.787 -0.360 -0.638
4.364 1.670 -2.774
-0.244 -2.855 2.820
-2.623 0.336 4.568
-0.085 3.176 -0.805
-2.716 0.144 0.919
0.252 -1.131 -1.452
-0.188 -0.204 -2.246
-0.135 0.294 0.162
-0.056 -0.547 -0.705
0.499 -0.018 -1.145
-1.124 0.621 -0.640
-0.154 -1.658 -2.301
1.087 -1.887 0.053
1.279 -0.154 -0.084
-0.370 0.675 0.206
-0.169 0.216 0.315

Here are the Mulliken charges for atoms 1 to 2, given in e: B 0.660; C -0.503

DFT (ωB97M-V/def2-TZVPD) results for C22H17NO2Tl as an isolated structure at a distorted geometry.

Values from the calculation:
molecular weight: 531.77 g/mol
E_HOMO: -17.52 eV
strongest force on any atom: 0.0363 Eh/bohr
energy: -33337.32371 eV
charge: +3
frontier orbital gap: 3.19 eV

Positions of all 43 atoms, in Å:
O1 3.9822 2.3774 0.8504
C1 3.0395 2.2570 0.1213
N1 2.3289 3.2198 -0.5999
C2 1.3702 2.7638 -1.4834
O2 0.7851 3.3690 -2.3445
C3 1.2664 1.2589 -1.1318
C4 0.3553 0.2537 -1.6037
C5 -0.7494 0.6284 -2.5844
C6 -2.1333 0.7950 -1.9425
C7 -2.6805 -0.0407 -0.9851
C8 -3.9594 0.1759 -0.4719
C9 -4.7061 1.2542 -0.9118
C10 -4.1949 2.1215 -1.8807
C11 -2.9296 1.8697 -2.3725
C12 0.4730 -1.0576 -1.1659
C13 1.4931 -1.3590 -0.2544
C14 1.7319 -2.7141 0.3460
C15 1.5259 -2.4560 1.8043
C16 2.2423 -3.1186 2.8122
C17 2.0279 -2.7982 4.1187
C18 1.0710 -1.7666 4.5318
C19 0.3342 -1.1228 3.5588
C20 0.5364 -1.4408 2.2232
C21 2.4111 -0.3386 0.2351
C22 2.2580 0.9647 -0.2207
H1 2.7196 4.1515 -0.7195
H2 -0.4508 1.5632 -3.0753
H3 -0.8008 -0.1777 -3.3370
H4 -2.1218 -0.9077 -0.6245
H5 -4.3901 -0.5007 0.2663
H6 -5.7013 1.4323 -0.5069
H7 -4.8162 2.9465 -2.2285
H8 -2.5285 2.5459 -3.1618
H9 -0.1877 -1.8536 -1.5077
H10 1.0826 -3.5049 -0.0637
H11 2.7793 -3.0309 0.1707
H12 2.9773 -3.8954 2.5985
H13 2.5842 -3.3110 4.9057
H14 0.9149 -1.4828 5.5737
H15 -0.3860 -0.3468 3.8181
H16 -0.0837 -0.8996 1.5036
H17 3.2024 -0.5978 0.9443
Tl1 -2.6726 2.7737 -5.2049

Forces on the atoms, in the same order (eV/Å):
-0.958 -0.036 -0.795
-0.286 -0.919 0.283
0.704 0.981 -0.393
-0.053 -0.722 -0.016
0.273 -0.428 0.691
0.228 -0.025 0.363
-1.129 0.177 -0.755
0.362 -0.509 0.013
-0.151 0.776 -0.179
0.248 -0.567 0.326
-0.046 0.021 -0.036
-0.360 0.257 0.035
-0.294 -0.400 0.225
0.488 0.330 -0.459
0.685 0.257 0.477
0.710 -0.420 0.050
-0.494 0.518 0.045
-0.347 -0.025 -0.237
0.583 -0.152 0.187
-0.176 0.285 0.952
0.091 -0.076 -0.612
0.073 0.379 -0.054
-0.097 0.422 -0.079
-0.282 -0.096 0.617
-0.040 0.518 -0.101
-0.141 0.008 0.165
-0.170 -0.257 0.098
0.055 0.256 0.180
-0.150 0.238 -0.090
0.219 0.136 -0.199
0.236 -0.066 -0.089
0.291 -0.111 0.034
0.051 -0.414 1.821
0.137 0.284 -0.062
0.135 0.132 0.128
-0.265 -0.054 0.088
-0.215 0.230 -0.239
-0.174 0.047 -0.225
0.238 -0.379 -0.137
0.159 -0.269 -0.009
0.105 -0.613 -0.036
-0.032 0.000 -0.397
-0.212 0.287 -1.576

Here are the Mulliken charges for atoms 1 to 2, given in e: O -0.449; C -0.064